114
Properties=species:S:1:pos:R:3:mulliken_charge:R:1 method="wB97M-V/def2-TZVPD" gap_ev=5.9 mol_weight_g_mol=2371.277 charge=-1 relative_energy_kj_mol=111.56
C 1.00728 -2.86082 -2.96496 -1.06
C 0.56363 -1.35586 -3.01686 0.91
O -0.41979 -1.10691 -3.98840 -0.19
C -1.72746 -1.38868 -3.48396 0.10
C -2.34364 -2.40412 -4.57245 -0.22
O -3.12286 -3.35813 -3.86704 -0.68
B -3.22482 -2.70200 -2.52659 1.03
O -1.83548 -2.17086 -2.33385 -0.53
H 1.60811 -2.99258 -2.05070 0.18
H 0.11941 -3.51079 -2.98176 0.27
H 1.59323 -3.06716 -3.87754 0.28
H 0.31349 -0.95170 -2.02262 -0.20
H 1.46443 -0.80758 -3.34309 -0.13
H -2.24690 -0.43090 -3.32621 -0.35
H -1.44158 -2.97244 -4.86645 0.29
H -2.85499 -1.87317 -5.39808 0.09
H -3.98231 -1.74868 -2.70612 -0.32
H -3.66009 -3.33966 -1.61001 -0.44
Br -2.55925 2.27144 -3.50957 -0.10
C -2.45309 2.85556 -5.36280 -0.61
C -1.87932 1.77674 -6.24499 -0.40
Br 0.05432 1.64829 -6.04144 -0.12
H -1.86653 3.76972 -5.37667 0.36
H -3.47940 3.08130 -5.64862 0.33
H -2.03872 2.01660 -7.29517 0.36
H -2.28678 0.79103 -6.03382 0.14
Br -0.55064 0.36557 0.78142 -0.15
C -0.28720 -1.53396 1.12477 -0.39
C 1.11436 -1.81099 1.61080 -0.55
Br 2.38318 -1.75388 0.13593 -0.11
H -0.53626 -2.05817 0.20284 0.10
H -1.01569 -1.79015 1.89255 0.30
H 1.18923 -2.81875 2.01630 0.38
H 1.45934 -1.09834 2.35493 0.39
Br 5.75391 0.91099 -1.92212 -0.03
C 4.54268 0.95458 -3.44888 0.05
C 3.51993 2.04819 -3.30717 -0.42
Br 2.13940 1.52676 -2.04167 -0.10
H 4.09512 -0.03308 -3.52603 0.14
H 5.18173 1.12813 -4.31197 -0.34
H 3.00062 2.21341 -4.25080 0.23
H 3.93978 2.98802 -2.95991 0.47
Br -7.38224 -3.84105 -0.22546 -0.17
C -6.24270 -5.21209 0.55930 -0.59
C -5.44827 -4.67354 1.72263 -0.39
Br -3.95163 -3.58705 1.11909 0.02
H -5.61860 -5.59769 -0.24236 0.40
H -6.92520 -5.99239 0.89306 0.41
H -5.00059 -5.48936 2.28953 0.34
H -6.03295 -4.05054 2.39241 0.02
Br -5.87262 0.88639 4.55957 -0.13
C -5.85556 -0.49670 3.18692 -0.26
C -7.22508 -1.08821 2.98456 -0.38
Br -7.69615 -2.32339 4.42245 -0.18
H -5.11469 -1.23086 3.49081 0.04
H -5.51680 -0.00013 2.27974 0.40
H -7.24697 -1.68605 2.07559 0.08
H -8.01319 -0.34208 2.94514 0.45
Br 4.74744 -1.26956 -6.69156 -0.14
C 5.79521 -2.63004 -5.77169 -0.61
C 6.49876 -2.06164 -4.56721 -0.19
Br 8.06243 -1.01432 -5.07530 -0.08
H 6.47836 -3.05121 -6.50344 0.40
H 5.07505 -3.38938 -5.47103 0.38
H 6.88403 -2.86159 -3.93723 0.34
H 5.86570 -1.41065 -3.97170 -0.09
Br 5.38581 0.11526 2.17369 -0.11
C 6.54418 -1.24734 1.40268 -0.57
C 7.99280 -0.96350 1.70607 -0.49
Br 8.68351 0.46501 0.57687 -0.14
H 6.32889 -1.28055 0.33766 0.21
H 6.23175 -2.18336 1.86290 0.36
H 8.61170 -1.83066 1.48072 0.35
H 8.15963 -0.66135 2.73582 0.36
Br 8.12328 5.07244 2.66192 -0.14
C 7.75905 5.55750 0.81018 -0.58
C 7.96094 4.38788 -0.11648 -0.45
Br 9.85334 4.05142 -0.43814 -0.14
H 8.39896 6.40260 0.57397 0.38
H 6.71874 5.87794 0.79872 0.36
H 7.53829 4.59912 -1.09718 0.32
H 7.53704 3.46239 0.26507 0.23
Br -5.82797 3.19158 7.29634 -0.13
C -4.69218 1.74367 7.93772 -0.62
C -3.84033 2.18396 9.09907 -0.59
Br -2.33826 3.27624 8.51013 -0.15
H -4.11130 1.39906 7.08673 0.36
H -5.38003 0.95754 8.24442 0.39
H -3.39121 1.32266 9.59066 0.36
H -4.38869 2.77038 9.83045 0.37
Br 9.89963 1.69033 -6.28155 -0.16
C 8.70575 1.71812 -7.82120 -0.55
C 7.69476 2.82946 -7.71392 -0.57
Br 6.27677 2.36438 -6.46554 -0.04
H 8.24984 0.73343 -7.88823 0.34
H 9.35650 1.87398 -8.68011 0.34
H 7.19317 2.98630 -8.66742 0.33
H 8.12569 3.76738 -7.37606 0.38
Br -10.02803 7.27832 5.50145 -0.14
C -9.34037 7.21983 7.32324 -0.56
C -8.57643 5.94832 7.58457 -0.61
Br -9.77613 4.43699 7.84945 -0.11
H -10.19115 7.34776 7.98586 0.38
H -8.68374 8.08406 7.40783 0.35
H -8.00850 6.02685 8.51002 0.35
H -7.90544 5.68000 6.77352 0.33
Br -1.88173 -5.44615 5.46567 -0.16
C -3.74174 -5.09492 5.92787 -0.56
C -4.15634 -3.70263 5.53187 -0.18
Br -3.46024 -2.37077 6.77338 -0.11
H -3.84275 -5.28153 6.99296 0.43
H -4.31740 -5.83566 5.37538 0.39
H -5.23900 -3.59700 5.57897 0.10
H -3.81115 -3.42080 4.53999 0.07

58
Properties=species:S:1:pos:R:3:mulliken_charge:R:1 method="wB97M-V/def2-TZVPD" gap_ev=8.7 smiles="CCOC(=O)N1CC[NH+](C[C@@H](O)COCc2ccc(OC)c(OC)c2)CC1" mol_weight_g_mol=383.465 charge=+1 relative_energy_kj_mol=101.13
C 2.89193 5.97565 2.92087 -1.12
C 3.49992 5.30044 1.70224 -0.27
O 2.81586 4.07965 1.37650 -0.40
C 3.17876 2.99946 2.07235 0.76
O 4.00473 2.96127 2.94614 -0.62
N 2.50222 1.87755 1.65483 0.13
C 1.37459 1.88061 0.75992 -0.80
C 0.10265 1.52567 1.53211 -0.66
N 0.28186 0.21255 2.19614 0.70
C -0.96754 -0.30311 2.80758 -0.93
C -1.76902 -1.12551 1.78581 0.12
O -2.05819 -0.26761 0.71173 -0.53
C -0.99946 -2.38342 1.33608 -0.79
O 0.25843 -2.02121 0.78779 -0.51
C 0.68158 -2.80497 -0.33297 -0.81
C -0.27741 -2.72620 -1.48960 0.36
C -0.74078 -3.86408 -2.12636 -1.25
C -1.63305 -3.75384 -3.17918 -0.43
C -2.11160 -2.52172 -3.61077 1.21
O -3.01729 -2.38035 -4.61684 -0.42
C -3.43138 -3.52082 -5.33505 -0.98
C -1.64748 -1.35588 -2.96213 0.29
O -2.01538 -0.07102 -3.20807 -0.44
C -2.70253 0.28891 -4.39168 -0.85
C -0.73285 -1.48863 -1.92396 -0.59
C 1.42323 0.27098 3.13581 -0.55
C 2.69107 0.63773 2.36161 -1.02
H 3.02422 5.35005 3.80021 0.31
H 3.39214 6.92390 3.09096 0.39
H 1.83132 6.16004 2.76596 0.30
H 4.55537 5.07605 1.87868 0.34
H 3.39259 5.91933 0.81015 0.32
H 1.27585 2.86757 0.31047 0.52
H 1.54343 1.14674 -0.03770 0.21
H -0.75341 1.46061 0.86010 0.46
H -0.09132 2.27709 2.30116 0.42
H 0.51655 -0.49118 1.45502 -0.01
H -1.57242 0.53661 3.15445 0.38
H -0.71991 -0.93797 3.65874 0.44
H -2.69527 -1.46268 2.27730 0.44
H -2.51747 -0.73866 0.00627 0.35
H -0.85171 -3.05335 2.19332 0.45
H -1.59519 -2.91115 0.58332 0.41
H 0.82161 -3.84551 -0.01923 0.28
H 1.65485 -2.38480 -0.60106 0.36
H -0.40412 -4.84108 -1.81597 0.36
H -1.97075 -4.65594 -3.66129 0.43
H -2.58496 -4.02768 -5.80679 0.39
H -4.10232 -3.14630 -6.10603 0.26
H -3.97375 -4.22381 -4.69594 0.36
H -2.72851 1.37790 -4.38017 0.27
H -3.72112 -0.10115 -4.40266 0.28
H -2.17260 -0.05297 -5.28187 0.33
H -0.38549 -0.57849 -1.45908 0.65
H 1.21460 1.02383 3.89930 0.47
H 1.55094 -0.70108 3.61326 0.43
H 3.52934 0.77062 3.04925 0.52
H 2.93466 -0.15867 1.64893 0.27

21
Properties=species:S:1:pos:R:3:mulliken_charge:R:1 method="wB97M-V/def2-TZVPD" gap_ev=9.9 mol_weight_g_mol=98.189 relative_energy_kj_mol=83.04
C 1.53968 -1.65683 -1.64130 -1.21
C 1.09155 -0.64076 -0.63962 -0.22
C -0.00840 0.11008 -0.64274 0.91
C -1.01049 0.05263 -1.76405 -1.54
C -0.12872 1.26836 0.31420 -1.09
C -1.02916 0.94444 1.53291 -0.35
C -0.28991 0.16057 2.59823 -1.13
H 1.72283 -2.63457 -1.19421 0.29
H 0.86606 -1.74882 -2.48505 0.33
H 2.53882 -1.38097 -2.00053 0.28
H 1.86016 -0.41094 0.09681 0.32
H -1.49149 1.00979 -1.96214 0.36
H -0.56808 -0.27929 -2.70437 0.41
H -1.81415 -0.66203 -1.53633 0.26
H -0.49209 2.14164 -0.22636 0.45
H 0.84650 1.56525 0.70673 0.38
H -1.81760 0.29946 1.10574 0.25
H -1.59667 1.82214 1.84876 0.36
H 0.04012 -0.77960 2.16305 0.30
H 0.60035 0.72822 2.90210 0.28
H -0.85930 0.09123 3.52818 0.35

106
Properties=species:S:1:pos:R:3:mulliken_charge:R:1 method="wB97M-V/def2-TZVPD" gap_ev=7.7 mol_weight_g_mol=756.507
Sn -0.66333 -0.56738 -1.49395 1.07
C 2.30743 -1.72419 -2.63877 -1.01
C 2.91643 -1.86101 -1.25173 2.22
C 4.44257 -1.87336 -1.36035 -1.96
C 2.47931 -0.79516 -0.27530 -0.26
C 3.27451 -0.22121 0.71940 -1.43
C 2.49862 0.74127 1.33161 0.32
C 3.06810 1.76609 2.28217 -0.01
C 3.32210 3.05948 1.50359 -1.31
C 2.35900 2.03940 3.60371 -1.73
N 1.27670 0.70799 0.75828 1.11
N 1.28009 -0.21275 -0.24824 0.62
B 0.06125 1.67950 0.87473 -0.84
N -1.28088 0.87146 1.07614 1.74
N -2.05940 0.71894 -0.04978 -0.41
C -3.30668 0.48095 0.33693 -0.80
C -3.35856 0.46562 1.73547 -0.66
C -2.07665 0.71600 2.16842 -0.15
C -1.62097 0.75156 3.60247 0.18
C -1.42422 2.16389 4.15369 -1.35
C -0.42865 -0.17004 3.83414 -1.19
C -4.45117 0.36290 -0.63165 1.00
C -4.01343 0.43388 -2.08927 -1.26
C -5.29150 -0.88297 -0.35459 -1.40
N -0.05503 2.52348 -0.41437 0.97
N 0.04714 1.92735 -1.64176 -0.29
C -0.12174 2.87702 -2.55247 -0.32
C -0.37305 4.10256 -1.91623 -1.18
C -0.34075 3.83947 -0.56622 0.21
C -0.74267 4.80432 0.51966 0.21
C 0.33660 5.18909 1.53230 -1.54
C -2.03138 4.35109 1.20627 -1.37
C -0.05594 2.63642 -4.03884 0.93
C -1.23589 3.30451 -4.74468 -1.42
C 0.01816 1.16893 -4.42412 -0.90
H 2.75581 -2.45759 -3.31135 0.49
H 2.50216 -0.73276 -3.05241 0.14
H 1.23610 -1.92256 -2.67815 -0.06
H 2.61655 -2.83310 -0.83831 -0.99
H 4.81867 -0.90443 -1.69386 0.41
H 4.75839 -2.62557 -2.08283 0.48
H 4.92345 -2.10880 -0.41122 0.36
H 4.30636 -0.42596 0.94013 0.52
H 4.04355 1.34115 2.54348 0.49
H 2.38148 3.51583 1.19465 0.04
H 3.90874 2.86929 0.60508 0.37
H 3.85944 3.77832 2.12406 0.45
H 1.36855 2.46412 3.46835 0.18
H 2.95184 2.75907 4.17009 0.53
H 2.26216 1.13934 4.20943 0.42
H 0.24395 2.39122 1.80462 -1.10
H -4.22106 0.30413 2.35866 0.51
H -2.46320 0.32065 4.15468 0.55
H -0.71966 2.74815 3.56619 0.11
H -1.05177 2.11786 5.17755 0.47
H -2.37077 2.70489 4.16042 0.35
H 0.42614 0.11022 3.22439 -0.03
H -0.69224 -1.19689 3.58004 0.41
H -0.12090 -0.14388 4.88057 0.48
H -5.08194 1.23723 -0.42294 0.32
H -3.49875 -0.48085 -2.38817 -0.02
H -3.36230 1.28957 -2.27882 0.26
H -4.88861 0.51752 -2.73443 0.48
H -4.70703 -1.78876 -0.50828 0.24
H -6.14250 -0.91304 -1.03489 0.44
H -5.67889 -0.87940 0.66512 0.37
H -0.56903 5.05809 -2.37076 0.41
H -0.98504 5.71669 -0.03652 0.50
H 0.51390 4.40168 2.26405 0.24
H 0.02017 6.07880 2.07863 0.54
H 1.28262 5.41903 1.04203 0.37
H -1.88709 3.42069 1.75104 0.20
H -2.82942 4.18720 0.48148 0.36
H -2.36546 5.10623 1.91990 0.46
H 0.86131 3.12623 -4.38906 0.29
H -2.17228 2.82130 -4.45832 0.23
H -1.12951 3.21524 -5.82614 0.44
H -1.31778 4.36247 -4.49931 0.38
H -0.89736 0.63445 -4.16144 0.14
H 0.85974 0.65680 -3.95736 -0.23
H 0.12785 1.06566 -5.50472 0.50
C 2.99166 -5.46380 0.85579 -0.90
C 1.49509 -5.49258 1.13134 -0.83
N 0.72561 -4.72187 0.16693 0.41
C 0.40265 -5.38349 -1.09862 -0.76
C -1.01755 -5.92991 -1.14811 -1.10
C 0.37615 -3.43114 0.37161 0.62
C 0.79041 -2.77131 1.65601 -0.44
N -0.28316 -2.72199 -0.48284 0.58
H 3.52828 -6.04205 1.60809 0.43
H 3.37151 -4.44059 0.88035 0.11
H 3.22316 -5.88464 -0.12328 0.30
H 1.28861 -5.13085 2.13648 0.40
H 1.12012 -6.51895 1.10112 0.44
H 1.12430 -6.19428 -1.21812 0.54
H 0.58418 -4.68892 -1.92510 0.28
H -1.18212 -6.63889 -0.33454 0.34
H -1.18677 -6.44517 -2.09265 0.39
H -1.76292 -5.13992 -1.06954 0.19
H 0.30071 -3.24964 2.50535 0.82
H 0.49158 -1.72876 1.62092 -1.10
H 1.86852 -2.82436 1.81225 0.20
H -0.59109 -3.24900 -1.29578 -0.73
S -1.05260 -2.77941 -4.17680 -0.40
C -2.23577 -2.95190 -3.01373 0.55
N -3.00298 -3.01720 -2.13912 -0.64

Repeat the third record exactly.
21
Properties=species:S:1:pos:R:3:mulliken_charge:R:1 method="wB97M-V/def2-TZVPD" gap_ev=9.9 mol_weight_g_mol=98.189 relative_energy_kj_mol=83.04
C 1.53968 -1.65683 -1.64130 -1.21
C 1.09155 -0.64076 -0.63962 -0.22
C -0.00840 0.11008 -0.64274 0.91
C -1.01049 0.05263 -1.76405 -1.54
C -0.12872 1.26836 0.31420 -1.09
C -1.02916 0.94444 1.53291 -0.35
C -0.28991 0.16057 2.59823 -1.13
H 1.72283 -2.63457 -1.19421 0.29
H 0.86606 -1.74882 -2.48505 0.33
H 2.53882 -1.38097 -2.00053 0.28
H 1.86016 -0.41094 0.09681 0.32
H -1.49149 1.00979 -1.96214 0.36
H -0.56808 -0.27929 -2.70437 0.41
H -1.81415 -0.66203 -1.53633 0.26
H -0.49209 2.14164 -0.22636 0.45
H 0.84650 1.56525 0.70673 0.38
H -1.81760 0.29946 1.10574 0.25
H -1.59667 1.82214 1.84876 0.36
H 0.04012 -0.77960 2.16305 0.30
H 0.60035 0.72822 2.90210 0.28
H -0.85930 0.09123 3.52818 0.35